Below is a cluster of 16 separate species, C84H98N10O38 in total at a distorted geometry, with properties calculated with ωB97M-V with the def2-TZVPD basis set.

```
230
Properties=species:S:1:pos:R:3:forces:R:3
N 7.157272 3.746280 1.380658 -0.93 -1.78 -0.89
H -6.275463 -2.113139 4.101477 -0.13 -0.02 -0.07
H -3.947869 4.229642 -5.008632 0.08 0.07 0.20
H 1.428734 -4.273662 0.365765 -0.14 -0.08 0.12
C 1.573268 -6.640723 5.065459 0.58 0.22 -0.60
H -4.016407 1.011558 2.166586 -0.11 0.05 -0.01
O -3.488926 -2.855512 -7.988582 0.58 -0.57 -0.14
C -0.145327 -5.033130 5.536304 1.14 -0.98 0.59
O -1.232779 -8.000938 2.360177 0.02 0.98 0.63
H -5.548944 -2.653581 1.108179 -0.22 -0.44 0.98
C -1.671814 -2.068192 -6.117913 -0.72 0.24 0.02
O -2.211332 -5.641091 -2.963228 1.01 -1.05 -0.64
C 1.731716 8.890004 -0.789848 -0.08 1.01 -1.91
H -1.921810 1.838881 -6.719905 0.16 -0.06 -0.03
C 3.740667 3.952151 -1.748640 0.18 -0.03 -1.73
H -10.703622 -3.431594 2.659765 -0.09 0.00 -0.03
C 2.634505 6.769603 0.729562 -0.22 -0.47 -1.01
H 1.582933 2.728201 -4.820725 0.05 -0.36 0.06
O -9.655413 -4.752105 1.532599 -0.74 -1.52 -0.92
C -0.477466 -9.057410 1.818073 0.87 -0.64 -0.46
C 1.639399 6.568588 -0.254123 0.76 -0.29 -0.82
H 4.135836 1.881455 -1.384151 0.23 -0.10 -0.04
C 3.666436 2.670105 3.655169 0.16 -0.23 0.05
N -0.517550 -1.606621 0.727220 -0.62 0.27 -0.86
O -0.592427 6.561413 -3.731475 0.78 -0.47 -1.90
O 0.210970 -2.167692 1.514755 0.73 0.63 0.35
H 6.597432 -0.094127 3.100781 -0.30 0.27 0.20
H -5.325503 5.325586 -5.152815 0.00 0.08 0.09
C -0.798885 5.590332 -6.377311 -0.94 -0.50 0.33
H -6.559675 1.103046 -2.072639 0.53 -0.07 -0.45
C 8.859162 5.463065 2.015590 -0.60 -0.32 -0.52
O 5.393791 -4.448815 0.221291 -1.91 -0.07 -0.93
H 1.076895 -9.232772 3.404201 -0.44 0.07 0.04
H -0.049356 4.450473 3.999656 0.19 -0.34 -0.11
H -6.822416 1.984775 -0.643144 0.21 -0.29 0.39
H 0.219294 -1.906075 -5.263829 0.18 -0.02 0.26
H -4.713206 4.848424 0.869802 -0.15 0.20 0.08
C 3.804822 -1.392956 1.532982 0.14 0.36 -0.19
H -1.502239 2.754647 -4.559873 -0.10 0.42 0.51
H 1.362321 1.828834 6.006950 -0.10 -0.30 -0.16
C -4.131053 -2.235387 4.342746 0.55 1.56 -1.38
C 4.183019 -1.281563 0.164185 1.69 0.71 1.98
C 2.850548 2.070445 -3.094548 -0.68 2.54 -0.95
H -11.451583 -5.019886 2.280905 -0.12 0.33 -0.26
N -6.590408 0.217079 2.764445 1.83 0.36 1.81
C 4.211160 -4.593238 0.839063 0.68 0.06 0.49
O 7.201244 3.254120 2.493202 0.64 1.17 0.03
H 7.895427 4.549218 -1.132731 -0.02 -0.17 0.04
H -2.578070 -3.661425 -2.409463 0.11 -0.02 0.01
N 3.236392 5.635894 1.544884 -2.19 -2.87 0.52
H -1.974362 -4.733767 -1.081302 0.73 -0.21 -0.57
H 7.258107 0.193953 0.698180 -0.05 0.20 0.04
C -4.084818 0.096995 2.736937 -1.25 0.24 0.50
O 6.243732 4.659596 6.032545 -1.55 -1.68 1.92
C 1.322917 -4.684105 3.670939 -0.05 0.36 0.29
O -1.618095 -5.300913 7.320097 0.33 -1.91 1.56
C 2.371078 4.343268 -3.702087 0.00 0.85 -0.34
H -0.851481 5.590177 -8.552050 0.04 0.49 0.21
C -5.186912 3.146246 -3.058236 1.70 -0.78 -2.46
N -1.262008 -4.635339 6.413295 -1.44 3.05 -2.00
C -8.525557 -4.146963 1.539775 3.16 1.41 0.53
O -5.030105 -1.660862 -7.097917 0.31 -0.33 0.07
C 2.671670 9.126768 0.156934 0.27 -0.08 -0.01
H -0.974857 -8.533618 -6.132052 -0.02 0.00 0.30
H -1.438362 -4.332214 1.891442 -0.43 0.99 0.06
C -6.993161 -3.513658 -0.226286 1.07 -0.42 1.09
H 2.748271 -6.130517 3.356080 0.39 -0.27 0.25
C 2.007180 -5.196818 0.330102 -1.19 -0.42 0.88
H 7.677502 -5.712769 0.270082 -0.60 0.43 -0.32
C 1.288633 7.634005 -1.098945 -0.94 -0.69 1.75
C -5.328492 -1.667143 3.835513 0.25 0.34 1.05
C 2.195988 3.015324 -3.979227 0.80 -1.88 1.55
C -3.357775 -0.609137 -5.105096 -0.49 -1.72 -0.64
H 1.516831 0.098114 1.377274 0.11 0.07 0.14
C -1.381107 3.695136 -7.815587 -0.15 -0.86 2.43
H 1.585002 -4.069131 2.822686 0.34 -0.19 0.09
C 10.078872 6.703104 0.303834 -0.56 -1.03 -0.13
H 1.488548 9.678641 -1.486494 -0.41 0.32 0.17
C 4.330953 3.330806 5.817715 0.43 0.35 -0.10
O -8.017213 -3.519280 2.448354 -0.75 -0.08 -0.45
H -5.400853 -4.471504 1.107033 -0.30 0.16 -0.16
O 1.929835 0.234934 -4.279275 1.49 1.00 2.46
H 4.415166 4.300056 -0.980257 -0.15 -0.08 0.17
C 1.968281 -5.832632 4.041120 0.87 0.01 -2.25
H -3.089794 -4.825813 1.426059 0.11 -0.06 -0.40
C -1.598122 2.867267 -6.656197 0.84 2.71 -0.44
H -2.656767 -9.110759 -6.085374 -0.06 0.27 0.44
H 8.495439 -4.587286 1.311530 0.09 0.13 0.05
O -5.118827 4.477499 -3.283272 0.15 -0.55 -0.44
C -1.030837 5.050356 -7.633998 0.31 -1.44 -0.18
H -1.320793 -2.827386 -6.801145 -0.35 0.11 -0.19
C -1.997618 -8.319336 -6.442109 0.98 -1.96 -0.96
O 6.405455 3.241007 0.527575 0.96 1.53 0.15
C -0.557456 3.798075 3.289520 -0.35 0.70 -0.89
O 2.853208 4.449667 1.264442 0.79 3.10 -0.38
C -5.334484 -0.418242 3.161404 2.53 -2.20 -0.72
H -3.920363 5.841994 -4.164305 0.04 -0.09 -0.21
H 1.961367 5.078982 -4.378304 -0.19 0.02 -0.16
H 10.806138 7.433618 -0.018392 0.16 0.11 0.43
H -6.874282 -3.834336 -1.261244 -0.24 -0.24 0.16
H -1.948885 -0.105238 2.973216 -0.05 0.50 -0.38
C -1.149955 -0.683186 -4.165773 -1.34 -0.40 0.04
C 2.287110 2.164612 5.561509 -1.16 0.30 -0.35
C -0.806422 -1.578310 -5.180946 1.64 0.65 0.93
H 1.270253 5.608827 -0.584283 -0.02 -0.32 0.75
O -5.878615 3.058406 -1.935716 0.74 -0.33 -0.72
H -4.965978 0.236101 -0.250160 0.33 -0.03 -0.32
H 2.009880 -5.681853 1.306236 -0.02 0.24 0.02
H 7.196319 -5.533349 1.964823 -0.10 -0.13 -0.08
C -3.915288 5.159241 0.195393 -0.97 0.01 -0.47
H 3.037312 2.830007 7.463353 0.05 -0.08 -0.01
C 5.875987 -0.324266 2.330747 -0.25 -0.43 -2.39
C -4.261314 6.468564 -0.580367 0.70 -1.07 1.15
C 8.441743 5.064627 -0.356663 -0.88 -0.09 0.71
H -10.341108 -4.898274 3.547857 1.01 -0.09 -0.10
C 0.809897 0.553171 0.699370 0.94 0.03 -0.15
C -2.559619 -4.670891 -1.998704 -1.39 0.27 -0.01
H 1.416513 -8.052191 2.149257 0.02 0.04 -0.03
H 3.080499 10.121275 0.257938 0.15 -0.10 0.30
H -3.555620 -4.947905 -1.653252 -0.37 0.36 -0.07
H 1.511511 -5.910180 -0.328322 0.43 0.28 -0.37
H -3.453499 -6.803619 -6.319337 -0.09 0.15 -0.56
H 1.804654 1.839351 3.416883 -0.50 -0.66 0.51
C -2.925569 -0.515228 3.183952 0.54 0.91 -0.93
H -1.971042 -8.478540 -7.520089 -0.13 0.24 -0.18
O -0.627780 -6.320453 0.831558 -0.70 -1.53 2.24
H 0.285479 -6.905056 6.661447 -0.58 0.46 0.27
H 3.982987 8.267468 1.491104 0.06 -0.51 0.40
H -2.896377 -4.311205 3.050549 0.60 0.05 0.18
H 3.343471 5.889922 -2.658698 -0.26 0.15 0.52
C 7.512652 -4.993485 1.072307 -0.05 1.71 1.09
H 3.988281 2.492073 2.639725 -0.56 0.25 -0.30
H 8.741997 5.262320 3.070279 -0.40 -0.30 -0.07
O -1.487129 -2.150018 0.236558 -0.12 0.23 -0.10
O 3.310155 -4.905958 -0.077550 1.11 -0.07 -0.95
H -1.419007 3.250555 -8.799105 -0.26 0.14 -0.09
C 2.491280 2.153995 4.188850 0.69 0.18 -0.76
O -2.713854 3.160697 1.681250 0.81 1.03 0.43
H -1.975164 -1.917923 4.420790 0.00 -0.42 -0.18
C -0.251990 -0.198908 0.263469 -0.70 0.96 -0.37
H 1.663534 -9.762654 1.865428 -0.33 -0.11 -0.33
C 1.054204 1.857634 0.194741 -0.91 -1.59 0.91
C 5.436316 -0.660877 -0.095281 -0.20 0.02 1.02
H 9.608385 6.149295 -1.754724 0.17 0.15 0.02
C 9.818601 6.378739 1.656747 0.78 1.02 -1.43
H -0.662772 -9.012169 0.744895 0.96 0.06 -0.28
C 3.149074 8.039654 0.843723 1.37 0.48 1.72
H -1.708377 2.065763 -1.828033 -0.03 0.44 0.18
O 4.027259 -4.486396 2.029748 -0.05 0.05 -0.39
H 5.452526 3.761020 4.005982 -0.04 0.06 0.32
H 2.856092 -1.826646 1.812667 -0.07 -0.19 -0.01
H -1.817120 -6.210521 -6.702647 -0.11 -0.10 -0.55
C 3.682715 2.593735 -2.057757 -1.54 -1.41 0.10
H 0.102754 3.138111 2.726773 0.14 0.06 0.32
H 3.647061 -1.688471 -0.680552 -0.42 -0.01 0.33
O -2.723523 5.274683 0.950120 0.80 1.60 -0.11
C -2.496935 -0.282984 -4.076989 0.97 -0.13 -0.78
O 5.203249 3.968424 7.875244 0.83 -0.02 -1.59
H -5.167716 6.200605 -1.123243 0.20 0.35 -0.36
O 3.883933 5.831676 2.553321 0.10 1.06 -1.21
C -1.148780 0.429093 -0.615051 -1.10 -1.40 -0.01
H -7.501448 -2.549440 -0.231600 0.68 0.40 0.05
N -0.951302 5.394019 -3.898415 -1.30 1.73 2.38
H -4.440633 7.335603 0.055392 -0.16 -0.23 0.25
H -0.541740 6.638995 -6.353449 0.10 -0.03 0.58
H -0.478122 -0.368147 -3.381050 0.36 -0.14 -0.18
O -6.501510 1.268012 2.209574 0.41 1.92 -2.07
C -1.176758 -6.757809 1.854213 -0.25 0.71 -1.82
H 5.795439 -0.600249 -1.112024 -0.06 0.06 -0.15
O 3.301105 -1.852420 4.328209 0.91 1.37 -1.81
H -0.982279 -9.981531 2.099648 -0.03 0.15 0.46
C -2.958448 -1.567965 -6.095014 -0.17 0.42 0.38
C -4.524878 4.995773 -4.490753 -0.23 -0.47 0.25
C -5.602951 -3.572600 0.524597 -0.77 2.00 -0.80
H -4.597943 1.944715 0.084566 0.37 -0.28 0.33
C 6.474582 -3.807926 0.844313 1.29 -1.32 -0.16
H -4.369026 -0.254922 -4.969786 -0.18 -0.13 -0.64
N 5.370923 3.993197 6.654173 -0.03 1.75 -0.26
C 8.097705 4.845758 0.990039 1.32 -0.02 0.42
H -4.776180 -3.316575 -0.137983 0.02 -0.77 -0.59
C 0.288227 -4.271002 4.451619 -1.41 0.99 0.82
H -3.951856 1.323180 -1.407365 0.08 -0.75 0.07
O -4.668742 2.245563 -3.785417 -1.87 2.80 2.70
C -2.240130 4.287479 1.661213 0.23 -1.04 0.10
H -4.047555 -3.055144 5.040906 -0.59 -0.21 -0.15
N -3.890156 -2.108218 -7.139733 -1.03 1.85 0.88
C 9.420600 5.997065 -0.702123 -0.51 -0.12 0.76
C -1.009397 1.716480 -1.082493 0.75 -1.41 0.48
O 3.060421 -0.112069 -2.364985 -1.62 1.66 -2.82
H 6.142424 -3.241738 1.714489 0.21 -0.58 0.47
N 4.201603 -1.021433 4.038271 -1.85 -3.02 1.27
O -7.947510 -4.388172 0.372435 -0.24 -0.99 -1.20
C -2.553686 -5.557089 -4.285184 0.02 1.36 3.00
O 4.767055 -0.465915 4.947976 1.01 1.16 -1.07
H 10.442324 6.898214 2.369148 -0.25 -0.15 0.43
C -1.053612 4.782043 -5.223866 1.02 1.18 -1.54
H -2.915506 0.282525 -3.257607 0.25 0.28 0.05
C 0.995391 -9.040355 2.334420 -0.53 0.33 -0.53
H 1.933696 2.306555 0.632201 -0.07 0.69 -0.49
C -1.383347 3.459970 -5.369068 -0.66 -1.87 -1.24
C 0.109952 2.406743 -0.663525 0.22 1.22 -0.31
H 2.129465 -7.566477 5.069352 -0.34 -0.27 1.01
O -1.893710 -3.584306 6.126714 1.50 -1.10 -0.29
C -4.774162 1.209823 -0.700911 -1.13 1.77 -0.40
O -3.090040 -4.607204 -4.762198 -0.57 0.70 -1.03
C -2.388104 -6.950809 -6.142247 -1.43 1.65 -1.80
O -7.596295 -0.185561 3.234599 -2.35 -1.76 0.63
C 6.269772 -0.173142 0.932335 -1.52 -1.20 1.66
C 4.622866 -0.913970 2.592838 0.84 0.81 -0.76
C -6.046926 1.768253 -1.377881 -0.96 -1.09 1.04
H -2.031343 -0.102794 -0.938437 0.02 -0.36 0.05
H -1.332216 3.211685 3.783480 -0.06 0.15 -0.13
H -3.837459 4.348741 -0.529268 0.31 -0.04 -0.07
C 3.120438 4.833305 -2.644272 0.76 -0.53 0.16
H 0.481628 7.562005 -1.813055 0.24 -0.55 -0.29
H 6.793462 -3.029116 0.151580 0.40 -0.34 -0.21
C -2.360967 -4.799225 2.236126 -0.23 2.32 -1.30
O -1.429485 4.839516 -2.915689 0.20 -1.67 -0.87
H -0.133025 -3.308725 4.200641 -0.51 -0.07 0.24
O -2.183934 -6.659761 -4.831767 1.34 -1.61 2.64
N 2.574818 0.633861 -3.283346 0.93 -1.82 0.95
C 4.557097 3.349735 4.448060 0.39 -0.66 0.66
O -1.998260 -6.040413 2.612668 0.36 -3.38 1.56
C 0.542387 -6.222124 5.865202 -0.83 -0.27 0.23
O -1.121137 4.747673 2.311343 -1.37 -1.33 0.10
H 0.122453 3.411915 -1.058308 0.78 0.34 0.17
C -10.530928 -4.502241 2.550244 -2.39 0.31 1.70
C 3.189075 2.765937 6.395991 1.45 0.51 0.15
C -2.903844 -1.627088 3.952427 -1.65 -1.10 1.78
H -3.401972 6.732201 -1.196924 -0.26 -0.15 -0.44
```
Positions in Å, forces in eV/Å.

Computed properties:
Gap between HOMO and LUMO: 0.29011 hartree
F_max: 4.315 eV Å⁻¹
Multiplicity: 1


Below is a structure of composition C14H40BeCl6F2N3NaO4P at a distorted geometry, with properties calculated with ωB97M-V with the def2-TZVPD basis set.

```
72
Properties=species:S:1:pos:R:3:forces:R:3
H 7.836479 2.804521 -7.418083 -0.08 -0.01 0.02
H -0.561502 2.153453 5.578040 -0.44 -0.41 -0.25
O 0.604690 3.313435 9.037436 0.15 0.02 0.14
H 0.729212 -2.906476 1.815322 0.12 0.18 -0.12
H -4.584547 -3.307777 -0.609602 -0.17 -0.01 0.24
H 0.144086 2.554415 2.834708 0.02 0.68 0.35
C -1.412297 -7.140970 1.740849 -0.16 -0.12 -0.10
N 4.178018 3.188602 -3.853264 0.55 -0.07 -0.45
Cl 7.860183 4.011147 -5.404619 -0.10 0.01 -0.02
O -2.792910 -0.155794 -0.522292 0.88 0.67 -0.16
H -1.202435 -3.273115 0.573360 0.19 1.00 -0.16
Cl -2.986889 1.217824 4.434410 -1.07 0.13 1.77
H -1.627729 -1.407785 -2.668327 -0.37 0.22 0.20
C 0.129152 -0.109516 -2.566716 -0.91 0.36 -1.17
H -1.075453 3.577962 3.762789 0.29 -1.23 -0.36
C -2.282792 0.476594 -1.625372 -1.21 -0.35 -1.72
Be -1.308169 2.344729 -2.776770 0.11 0.86 -0.57
C -1.489017 1.993481 1.196394 0.06 -0.86 0.57
H 0.237891 0.944557 -2.267496 0.38 -0.42 0.51
H 4.945652 2.891950 -4.480251 0.16 -0.06 -0.10
H 0.617887 -0.783539 -1.860077 -0.03 0.27 0.02
Na -1.676185 5.304744 4.164140 0.20 0.06 1.05
H 1.549884 -0.944195 -4.000224 -0.18 0.11 -0.22
C -2.653999 -6.291869 1.870741 -0.05 -0.04 -0.02
H -1.351120 -7.886143 2.529991 0.03 0.10 0.07
C -2.789842 -2.892840 -0.744123 1.50 0.32 -1.14
Cl -2.814143 -5.581464 3.492956 0.04 0.06 -0.03
H -2.872475 -3.088331 -1.825826 0.43 0.04 0.09
H -3.537507 -6.906619 1.703465 0.05 -0.05 0.01
C -1.425385 -0.335831 -2.649634 1.23 0.66 -0.09
O -1.752751 1.933362 2.612041 0.52 1.36 -3.20
N 0.637717 -1.898074 1.832287 -0.22 0.26 0.26
C 7.936410 2.533815 -6.374510 0.41 0.04 0.08
C -0.747699 -1.485969 2.170259 0.24 -0.59 0.29
C 0.764064 -0.179211 -3.995396 0.44 -0.48 0.77
C -0.569373 1.586662 4.603962 1.95 4.08 0.10
Cl 9.474254 1.718669 -6.154510 -0.17 0.05 -0.02
H 3.724009 2.357910 -3.456229 0.05 -0.04 0.00
H -2.661161 -5.479549 1.146021 0.03 0.02 0.05
H -1.691505 0.027464 -3.660045 -0.17 -0.13 0.34
H 1.250623 0.772270 -4.266355 -0.28 -0.20 0.02
H -0.673329 -2.428821 -0.922280 -0.06 0.02 0.23
H 0.906359 3.423458 -1.416915 -0.27 -0.01 -0.20
H 1.122533 3.592056 -3.050432 -0.51 -0.06 0.13
C -1.437127 -2.453446 -0.138630 -1.66 -0.43 -1.17
N -3.800606 -3.009050 -0.032755 -1.12 -0.35 0.87
H -1.772820 1.505442 -1.425101 -0.18 -1.13 0.74
H -2.470313 1.999715 0.709006 0.21 0.01 0.02
H 3.491807 3.734866 -4.387660 0.00 0.03 0.01
H 0.978166 -1.504784 0.964038 0.02 -0.14 -0.07
C -0.643606 0.713630 0.825726 -0.44 2.05 -0.95
O 1.474757 3.167972 -2.204767 0.20 -0.10 0.20
H 4.560893 3.767390 -3.094060 -0.03 0.00 0.03
H -1.452275 0.685408 4.626664 -2.15 -3.92 0.99
H -0.078094 0.988407 -0.080477 -0.20 -0.41 0.04
P -1.749129 -0.794056 0.709488 1.40 -1.84 3.61
H -2.863092 -0.798824 1.594016 0.00 0.31 -0.73
H -0.953264 2.926303 0.956756 -0.02 -0.18 -0.11
H -1.257644 -2.384246 2.558600 -0.06 0.32 -0.12
F -1.362690 -0.664404 5.025912 0.94 1.46 -0.37
H 2.447746 3.385800 -2.039676 0.12 0.27 0.35
H -3.169685 0.797611 -2.217384 0.19 -0.03 0.31
H -0.266303 3.485790 8.656358 -0.06 -0.02 -0.27
H 0.381191 1.042396 4.506348 -0.89 -0.76 -0.27
H 0.096921 0.642024 1.627615 -0.16 -0.51 -0.24
C -0.798854 2.562374 3.401062 0.96 -1.96 0.83
Cl 6.592216 1.454046 -5.950912 -0.21 -0.05 0.02
H -0.735141 -0.799085 3.027711 -0.08 -0.11 -0.32
Cl 0.078038 -6.162438 1.793196 0.05 0.08 -0.01
H 0.026657 -0.432991 -4.762281 0.19 0.07 0.09
F -0.008972 3.564117 6.038565 -0.54 0.80 -0.70
H -1.417659 -7.659160 0.782821 0.00 0.06 -0.02
```
Positions in Å, forces in eV/Å.

Computed properties:
Total charge: +1
Gap between HOMO and LUMO: 0.04512 hartree
F_max: 4.581 eV Å⁻¹
Multiplicity: 1